1.
Density functional theory data (ωB97M-V with the def2-TZVPD basis set) for a cluster of 7 separate species, C16H42FN12O7 in total.

The value obtained for the strongest force on any atom is 5.53 eV/A. For the orbital gap, the calculation gives 2.308 eV. Its charge is -1. Its spin multiplicity is 1. As for the energy: -1918.6533 Ha. The value obtained for the highest occupied orbital energy is -0.0237 hartree. The calculation puts the lowest unoccupied orbital energy at 0.0611 hartree. For the molar mass, the calculation gives 533.6 g mol⁻¹.

```
78
C16H42FN12O7 (ωB97M-V with the def2-TZVPD basis set)
C 2.23084 3.06239 0.09716
C 3.03289 1.74457 0.04147
C 2.75021 0.89809 -1.19062
C 1.28713 0.42834 -1.33849
C 0.68746 -0.24268 -0.10363
C -0.86461 -0.30459 -0.21230
C -1.60375 0.60291 0.78742
C -1.55065 2.12137 0.51026
C -2.51064 2.53159 -0.63798
C -1.86664 2.46339 -1.97985
O -1.10379 3.22411 -2.36568
F -2.15186 1.40792 -2.80311
H 1.42018 3.03542 -0.61706
H 2.86576 3.89925 -0.18693
H 1.88641 3.25904 1.10378
H 2.94576 1.19356 0.97009
H 4.08279 2.03156 -0.02067
H 2.98478 1.52333 -2.04949
H 3.39404 0.02321 -1.16457
H 1.29272 -0.32633 -2.12313
H 0.69003 1.24882 -1.71793
H 0.92642 0.26604 0.82442
H 1.03183 -1.27002 -0.06824
H -1.19668 -0.15886 -1.23304
H -1.14949 -1.33751 0.03935
H -2.64196 0.30491 0.83829
H -1.18704 0.45590 1.78198
H -0.52860 2.33695 0.19267
H -2.79309 3.56459 -0.48603
H -3.41521 1.92577 -0.61126
C -4.73932 1.04682 3.39496
O -3.75903 0.56462 2.87015
N -5.97038 0.44255 3.38010
N -4.70327 2.25126 4.04235
H -6.79530 0.83561 3.80564
H -6.03114 -0.43834 2.90511
H -3.82024 2.73096 4.05670
H -5.50516 2.67345 4.47077
C 6.31792 -1.53815 -1.25080
O 5.11601 -1.42974 -1.08354
N 7.14241 -2.00809 -0.26616
N 6.94652 -1.20607 -2.41378
H 8.13472 -2.10409 -0.36879
H 6.70898 -2.27371 0.60178
H 6.37653 -0.85273 -3.15972
H 7.93885 -1.30513 -2.54521
C -8.87509 2.27621 2.33612
O -8.19819 2.19960 3.34920
N -8.93323 1.27682 1.41774
N -9.62335 3.37900 2.03980
H -9.47051 1.32658 0.56889
H -8.37711 0.46056 1.59518
H -9.59806 4.13965 2.69298
H -10.17583 3.46446 1.20764
C 5.59258 -4.11206 2.96722
O 6.17583 -4.21936 1.90350
N 4.48112 -3.33823 3.10953
N 6.00560 -4.75941 4.10184
H 3.98231 -3.23245 3.97235
H 4.15211 -2.85113 2.29262
H 6.82150 -5.33754 4.02749
H 5.53840 -4.68384 4.98499
C 10.65619 -2.82186 -3.05199
O 9.83264 -1.92733 -2.99061
N 10.48020 -4.02052 -2.42446
N 11.81966 -2.69532 -3.75529
H 11.14384 -4.77032 -2.46220
H 9.63073 -4.14575 -1.90259
H 11.97607 -1.82421 -4.22824
H 12.51077 -3.41782 -3.82048
C -9.83716 0.66986 -2.52850
O -9.52284 1.61576 -1.82925
N -10.59784 -0.37082 -2.06729
N -9.45111 0.57067 -3.83172
H -10.86113 -1.15749 -2.62935
H -10.89933 -0.33283 -1.11144
H -8.88614 1.31487 -4.19923
H -9.69265 -0.19852 -4.42661
```


2.
Density functional theory data (ωB97M-V with the def2-TZVPD basis set) for a structure of composition C15H18ClNO5V.

The value obtained for the strongest force on any atom is 2.56 eV/A. For the orbital gap, the calculation gives 3.113 eV. Its charge is +1. Its spin multiplicity is 1. As for the energy: -2417.0708 Ha. The value obtained for the highest occupied orbital energy is -0.4289 hartree. The calculation puts the lowest unoccupied orbital energy at -0.3145 hartree. For the molar mass, the calculation gives 378.7 g mol⁻¹.

```
41
C15H18ClNO5V (ωB97M-V with the def2-TZVPD basis set)
C -1.64308 0.67485 2.95244
C -2.66239 -0.40923 2.66871
C -2.37026 -1.19566 1.41580
C -2.35545 -0.31037 0.12038
C -1.00790 -0.10683 -0.46259
C -0.35884 1.19513 -0.59611
O -1.00782 2.16515 -0.14397
C 0.91912 1.36020 -1.24957
C 1.53320 2.74399 -1.48358
C 3.04684 2.85697 -1.19939
C 1.49542 0.21887 -1.69442
Cl 2.96418 0.21770 -2.54180
C 0.86366 -0.99988 -1.53145
C -0.33939 -1.18714 -0.95133
C -0.70822 -2.64156 -1.00689
O -1.59149 -3.20310 -0.43751
N 0.20823 -3.20838 -1.91651
C 0.48283 -4.61466 -1.54263
C 1.31722 -2.36627 -1.99792
O 2.40704 -2.68950 -2.36126
H -2.08839 1.65154 2.87178
H -1.26088 0.55834 3.95711
H -0.78615 0.59557 2.29985
H -3.67150 -0.02030 2.65388
H -2.62297 -1.11074 3.49259
H -1.41419 -1.68020 1.54241
H -3.09326 -1.97884 1.26151
H -2.88716 -0.85139 -0.65478
H -2.85796 0.63363 0.24984
H -0.47937 2.54933 0.75026
H 1.26664 3.04632 -2.48725
H 1.02814 3.43384 -0.82450
H 3.33394 2.30065 -0.31815
H 3.31599 3.89913 -1.11311
H 3.57469 2.48751 -2.05444
H 0.56051 -4.74667 -0.47423
H 1.37702 -4.98962 -2.00947
H -0.34442 -5.21179 -1.88251
O 0.53824 3.03570 1.64398
V 1.90753 3.66115 2.43227
O 3.41063 4.23657 2.62254
```


3.
Density functional theory data (ωB97M-V with the def2-TZVPD basis set) for a cluster of 2 separate species, C4H12NP in total.

The value obtained for the strongest force on any atom is 7.80 eV/A. For the orbital gap (spin up / spin down), the calculation gives 4.877 / 7.089 eV. For the energy above the lowest of the compared OMol25 structures with the same formula, charge and spin, the calculation gives 5.962 eV. The expectation value of S² is 2.005. Its spin multiplicity is 3. As for the energy: -555.4015 Ha. The value obtained for the highest occupied orbital energy (spin up / spin down) is -0.1411 / -0.3501 hartree. The calculation puts the lowest unoccupied orbital energy (spin up / spin down) at 0.0381 / -0.0896 hartree. For the molar mass, the calculation gives 105.1 g mol⁻¹.

```
18
C4H12NP (ωB97M-V with the def2-TZVPD basis set)
C 0.63755 2.43885 0.78424
C -1.54049 1.78847 -0.49204
C 0.78064 -1.58499 -1.38175
C -0.31237 1.61731 0.34417
N -0.19779 -2.05014 -0.39007
P 0.17894 -2.20184 1.08394
H 0.63252 -1.12606 1.77692
H 1.37445 1.93350 1.47782
H 0.91088 3.46755 0.50039
H -2.19321 2.55859 -0.16140
H -2.08955 0.88300 -0.75026
H -1.23539 2.29641 -1.38722
H 1.73609 -1.47946 -0.95718
H 0.87222 -2.38579 -2.13131
H 0.52068 -0.55898 -1.81630
H -0.13322 0.43182 0.52179
H 1.07153 -3.22481 1.33034
H -1.01347 -2.80344 1.64793
```


4.
Density functional theory data (ωB97M-V with the def2-TZVPD basis set) for the molecule C5H12N2.

The value obtained for the strongest force on any atom is 3.86 eV/A. For the orbital gap (spin up / spin down), the calculation gives 7.497 / 8.129 eV. For the energy above the lowest of the compared OMol25 structures with the same formula, charge and spin, the calculation gives 4.731 eV. Its spin multiplicity is 1. As for the energy: -307.0555 Ha. The value obtained for the highest occupied orbital energy (spin up / spin down) is -0.2663 / -0.2778 hartree. The calculation puts the lowest unoccupied orbital energy (spin up / spin down) at 0.0092 / 0.0209 hartree. For the molar mass, the calculation gives 100.2 g mol⁻¹.

```
19
C5H12N2 (ωB97M-V with the def2-TZVPD basis set)
C 0.30982 -1.01101 -1.09749
C -0.60526 1.42587 0.76189
C 0.40984 -0.39058 2.07138
C -1.02790 -0.80290 -1.70076
N 0.25335 0.26493 0.79117
C 1.18552 -0.08063 -0.38101
N 1.42829 0.74742 -1.46518
H 0.63120 -2.05158 -1.11951
H 0.59128 1.21846 -1.80678
H 2.07998 -0.54890 0.03514
H -1.65861 1.15293 0.88915
H -0.48133 1.97910 -0.17047
H -0.34458 2.11862 1.57218
H 0.85022 0.29493 2.80872
H 1.07352 -1.25426 1.98312
H -0.55396 -0.73883 2.45765
H -1.04063 -1.21333 -2.71764
H -1.31191 0.24638 -1.77154
H -1.78885 -1.35661 -1.14004
```


5.
Density functional theory data (ωB97M-V with the def2-TZVPD basis set) for a structure of composition C2HO3Ru.

The value obtained for the strongest force on any atom is 11.98 eV/A. For the orbital gap (spin up / spin down), the calculation gives 5.842 / 9.243 eV. Its charge is +3. The expectation value of S² is 12.003. Its spin multiplicity is 7. As for the energy: -395.6429 Ha. The value obtained for the highest occupied orbital energy (spin up / spin down) is -0.8805 / -1.0794 hartree. The calculation puts the lowest unoccupied orbital energy (spin up / spin down) at -0.6658 / -0.7397 hartree. For the molar mass, the calculation gives 174.1 g mol⁻¹.

```
7
C2HO3Ru (ωB97M-V with the def2-TZVPD basis set)
C -0.29080 0.54107 -1.52205
O 0.35010 -0.47971 -1.66678
C 0.35994 -0.96226 0.77562
O -0.30296 0.01714 1.06763
O 1.08341 -1.84509 0.86946
Ru -1.24115 1.16969 2.31072
H 0.04146 1.55916 -1.83459
```


6.
Density functional theory data (ωB97M-V with the def2-TZVPD basis set) for a cluster of 3 separate species, C11H21NO14S2 in total.

The structure (SMILES) is CC(=O)OCCCN(COO)C(=O)O.O=S1(=O)OCCO1.O=S1(=O)OCCO1. The value obtained for the strongest force on any atom is 8.85 eV/A. For the orbital gap, the calculation gives 9.393 eV. Its spin multiplicity is 1. As for the energy: -2335.8861 Ha. The value obtained for the highest occupied orbital energy is -0.3307 hartree. The calculation puts the lowest unoccupied orbital energy at 0.0145 hartree. For the molar mass, the calculation gives 455.4 g mol⁻¹.

```
49
C11H21NO14S2 (ωB97M-V with the def2-TZVPD basis set)
C -1.05719 1.54011 -1.64852
C 0.59414 1.50429 -1.42912
O 1.30123 2.18106 -2.37529
O 1.27492 0.84221 -0.30142
C 1.81352 -0.47793 -0.67784
C 0.68534 -1.59978 -1.07125
C 0.32390 -2.67229 0.11411
N -0.99304 -2.43647 0.81814
C -1.03832 -1.12299 1.56682
O -0.11885 -1.25652 2.74552
O 0.35590 -0.05579 2.98318
C -2.19211 -2.64923 -0.07786
O -2.17963 -3.03892 -1.35468
O -3.55071 -2.46011 0.53087
H -1.53106 0.69617 -0.95005
H -1.54176 2.56720 -1.36370
H -1.37162 1.22529 -2.75354
H 2.46156 -0.29427 -1.66369
H 2.59462 -0.83739 0.13708
H 1.15170 -2.23917 -1.96500
H -0.31755 -1.14637 -1.51948
H 1.16522 -2.65857 0.95797
H 0.30988 -3.77946 -0.29382
H -2.10722 -0.90734 2.05265
H -0.79916 -0.17945 0.90807
H 1.21239 -0.15011 3.52585
H -4.21268 -2.43123 -0.22311
O -3.97115 0.74114 -0.19910
S -5.04036 1.36258 -0.94858
O -5.64973 0.74987 -2.10601
O -4.57138 2.87234 -1.34682
C -5.49794 3.81521 -0.81047
C -6.07614 3.15399 0.43781
O -6.22112 1.77703 0.09758
H -6.27654 3.99157 -1.55962
H -4.99355 4.75796 -0.58223
H -7.03811 3.58270 0.72863
H -5.37832 3.22229 1.27907
O 4.03745 -1.98291 1.06792
S 5.41662 -1.82821 1.47422
O 6.03153 -2.64092 2.49784
O 5.66666 -0.25870 1.83756
C 6.70424 0.26197 1.00838
C 6.64717 -0.55654 -0.27867
O 6.35046 -1.88731 0.13823
H 7.65832 0.11736 1.52545
H 6.54790 1.32863 0.82653
H 7.58813 -0.52692 -0.83319
H 5.83244 -0.21604 -0.92643
```


7.
Density functional theory data (ωB97M-V with the def2-TZVPD basis set) for a cluster of 2 separate species, C2NO5 in total.

The value obtained for the strongest force on any atom is 3.46 eV/A. For the orbital gap (spin up / spin down), the calculation gives 7.543 / 7.541 eV. Its charge is -1. For the energy above the lowest of the compared OMol25 structures with the same formula, charge and spin, the calculation gives 0.000 eV. Its spin multiplicity is 1. As for the energy: -507.2028 Ha. The value obtained for the highest occupied orbital energy (spin up / spin down) is -0.1458 / -0.1458 hartree. The calculation puts the lowest unoccupied orbital energy (spin up / spin down) at 0.1314 / 0.1314 hartree. For the molar mass, the calculation gives 118.0 g mol⁻¹.

```
8
C2NO5 (ωB97M-V with the def2-TZVPD basis set)
C 0.09104 -0.80659 0.62832
C 0.53536 1.87585 -1.36151
N -0.65824 -1.60867 1.58592
O 1.39091 1.34593 -1.91133
O -0.01266 0.40586 0.58041
O -0.28427 2.54008 -0.95310
O 0.73980 -1.68659 0.00658
O -1.80194 -2.06587 1.42473
```


8.
Density functional theory data (ωB97M-V with the def2-TZVPD basis set) for a cluster of 2 separate species, C2H7N2S in total.

The value obtained for the strongest force on any atom is 2.46 eV/A. For the orbital gap, the calculation gives 6.714 eV. Its charge is -1. For the energy above the lowest of the compared OMol25 structures with the same formula, charge and spin, the calculation gives 0.719 eV. Its spin multiplicity is 1. As for the energy: -588.1094 Ha. The value obtained for the highest occupied orbital energy is -0.0965 hartree. The calculation puts the lowest unoccupied orbital energy at 0.1502 hartree. For the molar mass, the calculation gives 91.2 g mol⁻¹.

```
12
C2H7N2S (ωB97M-V with the def2-TZVPD basis set)
C -2.46006 -0.69628 -1.00445
S -1.25562 0.59124 -1.43600
H -2.54287 -1.43260 -1.80738
H -2.20815 -1.24026 -0.08690
H -3.44738 -0.26673 -0.80991
N 1.40654 1.08561 0.20976
C 1.86125 0.46520 1.33808
N 1.95421 -0.79112 1.56691
H 0.53735 0.79839 -0.30182
H 2.01509 1.65648 -0.35307
H 2.49794 1.10279 1.96445
H 1.64171 -1.27271 0.72033
```